*A*
Entry from the OMol25 dataset: a single C21H19N3O3S molecule (wB97M-V/def2-TZVPD).

The charge is 0. As for the structure (SMILES): C[C@@]1(c2ccc3ccccc3c2)NC(=O)N(CC(=O)NCc2cccs2)C1=O. Its HOMO energy is -8.41 eV. The frontier orbital gap is 8.81 eV.

Element x y z (Å)
C  -2.203  -3.373  -0.135
H  -1.983  -3.794  0.843
H  -1.694  -3.956  -0.897
H  -3.276  -3.426  -0.306
C  -1.748  -1.917  -0.150
N  -2.216  -1.191  -1.322
C  -2.764  -0.002  -0.996
O  -3.083  0.899  -1.740
N  -2.937  0.002  0.387
C  -2.438  -1.135  0.970
O  -2.543  -1.442  2.125
C  -3.422  1.143  1.133
H  -4.261  1.595  0.601
H  -3.726  0.790  2.120
C  -2.254  2.136  1.278
O  -1.642  2.283  2.311
N  -1.978  2.785  0.129
H  -2.473  2.512  -0.713
C  -0.752  3.535  -0.038
C  0.323  2.700  -0.668
C  0.206  1.816  -1.696
C  1.432  1.201  -2.036
C  2.462  1.631  -1.266
S  1.954  2.780  -0.096
H  3.492  1.341  -1.306
H  1.539  0.476  -2.824
H  -0.719  1.616  -2.207
H  -0.431  3.865  0.953
H  -0.962  4.415  -0.656
H  -1.845  -1.361  -2.242
C  -0.235  -1.759  -0.048
C  0.346  -0.954  0.896
C  1.744  -0.778  0.942
C  2.353  0.048  1.910
C  3.710  0.204  1.933
C  4.518  -0.458  0.994
C  3.956  -1.262  0.041
C  2.558  -1.440  -0.012
C  1.934  -2.243  -0.988
C  0.578  -2.394  -1.009
H  0.121  -3.008  -1.772
H  2.549  -2.739  -1.726
H  4.573  -1.770  -0.686
H  5.589  -0.324  1.030
H  4.172  0.840  2.673
H  1.723  0.556  2.625
H  -0.246  -0.441  1.639


*B*
Entry from the OMol25 dataset: a single C21H19N3O3S molecule (wB97M-V/def2-TZVPD).

The charge is 0. As for the structure (SMILES): COc1ccc(CNn2c(-c3cccs3)nc3ccccc3c2=O)cc1OC. Its HOMO energy is -7.99 eV. The frontier orbital gap is 7.96 eV.

Element x y z (Å)
C  -2.972  -1.950  -2.300
H  -2.235  -2.596  -1.810
O  -3.107  -0.724  -1.627
C  -1.997  0.048  -1.470
C  -0.750  -0.228  -2.002
C  0.338  0.585  -1.714
C  0.187  1.702  -0.914
C  -1.080  2.022  -0.428
C  -2.168  1.208  -0.680
O  -3.417  1.409  -0.186
C  -3.581  2.400  0.803
H  -4.601  2.285  1.167
H  -2.877  2.257  1.629
H  -3.460  3.406  0.388
H  -1.191  2.896  0.195
C  1.390  2.417  -0.359
N  1.651  1.988  1.036
N  1.299  0.638  1.216
C  2.049  -0.369  0.672
N  1.613  -1.580  0.534
C  0.342  -1.877  0.913
C  -0.184  -3.143  0.623
C  -1.476  -3.446  0.980
C  -2.275  -2.512  1.642
C  -1.773  -1.269  1.947
C  -0.464  -0.939  1.586
C  0.044  0.400  1.789
O  -0.533  1.316  2.354
H  -2.371  -0.525  2.450
H  -3.289  -2.767  1.909
H  -1.883  -4.420  0.744
H  0.445  -3.851  0.106
C  3.398  -0.116  0.226
C  4.263  0.919  0.473
C  5.524  0.718  -0.115
C  5.602  -0.457  -0.799
S  4.142  -1.354  -0.733
H  6.441  -0.848  -1.340
H  6.337  1.417  -0.033
H  3.998  1.778  1.060
H  1.018  2.486  1.671
H  2.280  2.180  -0.948
H  1.257  3.499  -0.337
H  1.310  0.323  -2.105
H  -0.596  -1.102  -2.614
H  -2.693  -1.807  -3.349
H  -3.953  -2.419  -2.250


*C*
Entry from the OMol25 dataset: a single C21H19N3O3S molecule (wB97M-V/def2-TZVPD).

The charge is 0. As for the structure (SMILES): C[C@@H](Oc1cc(-c2cnc3ccccn23)sc1C(N)=O)c1ccccc1CO. Its HOMO energy is -8.02 eV. The frontier orbital gap is 8.33 eV.

Element x y z (Å)
O  -2.121  -4.214  0.523
N  5.196  -0.608  -0.896
O  -1.008  3.207  -2.460
O  -1.624  -0.381  -0.319
S  1.125  -3.259  0.190
C  -1.852  -3.297  -0.092
C  5.263  -1.263  0.239
C  3.932  -0.795  -1.313
C  6.519  -1.411  1.047
C  6.414  -2.008  2.292
C  0.844  -0.687  -0.274
C  5.176  -2.627  2.627
C  -0.456  -1.210  -0.238
C  1.826  -1.614  -0.109
C  -0.514  -2.582  -0.041
C  4.079  -2.508  1.824
C  3.209  -1.301  -0.266
C  -5.335  2.872  -0.828
C  -5.283  1.664  -0.200
C  -4.200  3.570  -1.139
C  -4.063  1.013  0.027
C  -2.903  3.081  -0.915
C  -2.863  1.745  -0.337
N  -2.852  -2.866  -0.914
N  4.107  -1.744  0.669
C  -1.580  3.878  -1.303
C  -1.274  1.321  1.381
C  -1.508  1.035  -0.050
H  -1.627  2.882  -3.150
H  3.551  -0.668  -2.326
H  7.403  -0.850  0.867
H  7.287  -1.970  2.935
H  1.059  0.339  -0.561
H  5.035  -3.147  3.625
H  3.055  -2.954  2.051
H  -6.273  3.294  -1.210
H  -6.177  1.047  0.005
H  -4.266  4.566  -1.549
H  -3.918  -0.012  0.384
H  -3.719  -3.392  -0.897
H  -2.561  -2.287  -1.732
H  -1.809  4.913  -1.581
H  -0.918  3.741  -0.453
H  -0.291  0.882  1.769
H  -2.025  0.898  2.084
H  -1.284  2.390  1.462
H  -0.775  1.316  -0.847


Which one sits at the bottom of the stability order? *C* does.


*A*
Entry from the OMol25 dataset: 2 unconnected molecules or ions with the total composition C12H19N2O (wB97M-V/def2-TZVPD).

The charge is +1. Its HOMO energy is -11.76 eV. The frontier orbital gap is 7.28 eV.

Element x y z (Å)
C  1.004  1.089  -1.638
C  1.999  0.576  -0.880
C  -0.284  1.348  -1.098
C  0.469  0.385  0.983
C  1.648  0.075  0.382
C  -0.493  1.104  0.252
C  -2.311  2.502  0.948
C  -1.722  3.757  0.354
C  2.504  -2.391  0.630
C  -0.405  -1.935  -1.817
C  2.693  -0.918  0.980
C  -0.947  -2.608  -0.610
N  -1.872  -2.166  0.169
N  -1.745  1.386  0.940
O  -3.401  2.746  1.682
H  1.223  1.452  -2.544
H  2.902  0.386  -1.295
H  -1.083  1.692  -1.765
H  0.252  0.006  1.951
H  -2.612  4.318  0.063
H  -1.204  4.203  1.194
H  -0.836  3.599  -0.341
H  2.664  -2.714  -0.394
H  1.533  -2.817  0.967
H  3.461  -2.918  1.177
H  -1.342  -1.677  -2.408
H  0.120  -1.060  -1.451
H  0.321  -2.587  -2.389
H  3.691  -0.541  0.634
H  2.700  -0.778  2.151
H  -0.556  -3.526  -0.256
H  -2.127  -2.633  0.993
H  -3.765  1.983  2.185
H  -2.478  -1.338  0.250


*B*
Entry from the OMol25 dataset: 2 unconnected molecules or ions with the total composition C12H19N2O (wB97M-V/def2-TZVPD).

The charge is +1. Its HOMO energy is -13.52 eV. The frontier orbital gap is 9.21 eV.

Element x y z (Å)
C  -3.822  -2.055  -0.152
C  -3.480  -1.268  -1.225
C  -3.243  -1.750  1.139
C  -2.706  -0.116  -1.029
C  -2.614  -0.519  1.286
C  -1.669  2.272  -0.021
C  4.788  -0.651  -0.402
C  3.437  -0.383  0.208
C  2.304  -0.632  -0.836
C  0.958  -0.235  -0.281
C  0.620  1.286  -0.505
C  -0.310  1.737  0.472
N  -2.356  0.274  0.193
N  -0.267  1.839  1.789
O  -1.780  2.568  -1.180
H  -4.419  -2.822  -0.384
H  -3.911  -1.638  -2.235
H  -3.245  -2.226  2.095
H  -2.492  0.454  -1.804
H  -2.246  -0.013  2.260
H  -2.358  2.655  0.718
H  5.487  -0.503  0.389
H  4.768  -1.754  -0.589
H  4.897  -0.101  -1.241
H  3.295  0.593  0.489
H  3.107  -0.946  0.983
H  2.408  -0.181  -1.744
H  2.424  -1.613  -1.111
H  0.882  -0.579  0.717
H  0.007  -0.681  -0.770
H  1.687  1.577  -0.263
H  0.154  1.579  -1.570
H  -0.933  2.212  2.433
H  0.628  1.618  2.174


Which one sits at the bottom of the stability order? *B* does.


*A*
Entry from the OMol25 dataset: a single C5H8O2S molecule (wB97M-V/def2-TZVPD).

The charge is 0. As for the structure (SMILES): O/C=C/[C@@H]1[C@@H](O)[C@H]1S. Its HOMO energy is -8.47 eV. The frontier orbital gap is 9.25 eV.

Element x y z (Å)
C  0.889  -1.040  -0.073
C  -0.459  -0.418  0.119
C  2.015  -0.734  0.570
C  -1.097  0.486  -0.961
C  -0.601  1.007  0.378
O  3.188  -1.319  0.273
O  -2.416  0.213  -1.167
S  -1.956  1.628  1.389
H  0.773  -1.809  -0.923
H  -1.203  -1.241  0.347
H  2.094  -0.075  1.494
H  -0.570  0.773  -1.835
H  0.269  1.505  0.434
H  3.259  -1.835  -0.587
H  -2.877  0.847  -1.810
H  -1.308  2.012  2.352


*B*
Entry from the OMol25 dataset: a single C5H8O2S molecule (wB97M-V/def2-TZVPD).

The charge is 0. As for the structure (SMILES): O=C[C@@H]1OCCCS1. Its HOMO energy is -9.09 eV. The frontier orbital gap is 9.81 eV.

Element x y z (Å)
C  1.686  -0.569  0.233
C  0.565  -0.528  -0.766
C  -0.378  1.594  -0.787
C  -0.534  1.417  0.717
C  -1.161  0.133  1.105
H  2.624  -0.086  -0.128
H  0.860  -1.201  -1.567
H  -0.011  2.632  -1.027
H  -1.334  1.510  -1.335
H  -1.042  2.309  1.043
H  0.417  1.571  1.220
H  -0.693  -0.282  2.011
H  -2.205  0.279  1.354
O  1.562  -1.009  1.347
O  0.543  0.761  -1.415
S  -1.033  -1.064  -0.253


*C*
Entry from the OMol25 dataset: a molecular structure, C5H8O2S (wB97M-V/def2-TZVPD).

The charge is 0. Its HOMO energy is -9.19 eV. The frontier orbital gap is 9.18 eV.

Element x y z (Å)
C  2.882  -0.329  0.101
C  1.676  -0.679  -0.330
C  -2.226  0.109  0.424
C  0.333  -0.439  0.368
C  -0.489  0.526  -0.445
O  -4.685  -0.286  -0.144
O  -0.127  1.835  -0.585
S  -3.420  0.186  -0.705
H  3.780  -0.730  -0.338
H  3.094  0.492  0.797
H  1.344  -1.488  -1.033
H  -2.003  -0.412  1.302
H  -0.114  -1.413  0.453
H  0.602  0.076  1.331
H  -0.819  0.269  -1.410
H  0.174  2.280  0.214


Which one sits at the bottom of the stability order? *C* does.